{
  "formula": "C7H9BrN2O3S",
  "method": "ωB97M-V with the def2-TZVPD basis set",
  "total_charge": 0,
  "de_lowest_kcal_mol": 47.5,
  "spin_multiplicity": 1,
  "e_homo_ev": -8.7,
  "symbols": ["C", "C", "C", "C", "C", "C", "C", "N", "N", "O", "O", "O", "S", "Br", "H", "H", "H", "H", "H", "H", "H", "H", "H"],
  "positions_angstrom": [[0.1709, -2.6800, -0.0935], [-0.8111, -1.8020, 0.7622], [0.9186, -2.2129, -1.0973], [-0.3785, 1.9643, -0.0511], [-1.8154, -2.2418, 1.5566], [0.7156, 0.1084, -0.8529], [-1.2454, 3.1038, -0.2519], [0.5659, -0.9271, -1.5460], [0.1041, 1.3053, -1.1963], [-0.2556, 1.4601, 1.0589], [1.9717, -0.2918, 1.5991], [2.1339, 2.0714, 0.3875], [2.0312, 0.5983, 0.4661], [3.8190, 0.0029, -0.6524], [0.3158, -3.6391, 0.2681], [-0.4477, -0.7262, 0.7554], [1.4550, -2.8395, -1.8425], [-2.1777, -1.5593, 2.2965], [-2.2224, -3.2616, 1.5647], [-1.6181, 3.4948, 0.6867], [-0.7964, 3.9658, -0.8556], [-2.1513, 2.7944, -0.8003], [-0.2821, 1.3119, -2.1619]],
  "atomic_forces_ev_per_a": [[-1.43, 2.20, 1.00], [1.65, -0.46, -0.54], [-0.74, -0.33, -0.78], [-1.05, -1.28, 0.04], [1.44, 0.07, -1.03], [1.00, 0.18, -1.33], [-0.86, 2.74, -1.49], [0.34, 0.87, 0.70], [-0.23, -0.10, 0.15], [0.11, 0.25, -0.93], [0.14, 1.38, -0.57], [0.32, -2.86, 0.97], [-0.23, 0.90, -0.36], [0.38, -0.35, -0.29], [0.10, -1.94, 0.31], [-1.14, -1.59, 0.74], [-0.06, 0.49, 1.03], [-0.62, 0.35, 0.07], [0.50, 0.39, -0.04], [0.29, -0.01, 0.23], [-0.40, -1.28, 0.79], [0.37, -0.07, -0.03], [0.12, 0.46, 1.36]]
}



{
  "formula": "C7H9ClN2",
  "method": "ωB97M-V with the def2-TZVPD basis set",
  "total_charge": 0,
  "de_lowest_kcal_mol": 64.3,
  "spin_multiplicity": 1,
  "e_homo_ev": -9.6,
  "symbols": ["C", "C", "C", "C", "C", "C", "C", "N", "N", "Cl", "H", "H", "H", "H", "H", "H", "H", "H", "H"],
  "positions_angstrom": [[-1.7691, -0.7813, 0.8572], [-1.9822, 0.6138, -1.1340], [2.9932, -0.3231, 1.1102], [2.4772, 0.0500, -0.0157], [-2.3982, 0.4829, 0.2513], [-0.1292, -0.6133, -0.7332], [1.0387, 0.6063, -0.2724], [-0.6732, -1.2449, 0.4458], [-0.9944, 0.0809, -1.6738], [0.6525, -1.9466, -1.6324], [-2.2427, -1.2980, 1.6801], [-2.5517, 1.1565, -1.9146], [3.9805, -0.7540, 1.2379], [2.4322, -0.2841, 1.9737], [2.9387, 0.0933, -0.9519], [-3.4856, 0.6277, 0.2049], [-1.9169, 1.3416, 0.8014], [0.6105, 0.7959, 0.6971], [1.0197, 1.3963, -0.9315]],
  "atomic_forces_ev_per_a": [[-0.74, 0.65, -0.29], [-0.85, 0.83, -2.56], [1.50, -0.78, 0.05], [-3.02, 1.48, -1.90], [0.31, 0.61, 1.15], [2.66, 1.60, -0.48], [-0.40, -5.00, 2.56], [-0.11, 0.32, -0.40], [1.73, -1.20, 0.67], [0.18, 0.05, -0.15], [-0.19, 0.12, 0.24], [-0.42, 0.05, 1.06], [0.04, 0.22, -0.34], [-1.26, 0.08, 1.87], [1.53, -0.52, -1.07], [0.21, -0.42, 0.95], [-0.77, -0.57, -0.23], [-0.19, 0.88, 0.38], [-0.20, 1.57, -1.52]]
}



{
  "formula": "C7H9ClN2O4",
  "method": "ωB97M-V with the def2-TZVPD basis set",
  "total_charge": 0,
  "de_lowest_kcal_mol": 19.6,
  "spin_multiplicity": 1,
  "e_homo_ev": -10.0,
  "symbols": ["C", "C", "C", "C", "C", "C", "C", "N", "N", "O", "O", "O", "O", "Cl", "H", "H", "H", "H", "H", "H", "H", "H", "H"],
  "positions_angstrom": [[2.2514, -0.3241, 0.5095], [-1.1422, -1.3932, -0.0801], [-0.6974, 1.6777, 0.4303], [1.6352, 0.9003, -1.1400], [0.8296, 0.1367, -0.0550], [-1.5790, -2.6855, -0.5375], [-1.5719, 2.1659, 1.5904], [2.8501, 0.4935, -0.4270], [0.1253, -1.0833, -0.4589], [2.6766, -1.0255, 1.3924], [-1.9047, -0.6718, 0.5020], [-0.9150, 1.9762, -0.7156], [0.1751, 0.8470, 0.9075], [4.4506, 0.7836, -0.8970], [1.5215, 0.3283, -2.0952], [1.4608, 1.9496, -1.4170], [-1.4483, -3.5550, -0.0342], [-2.6634, -2.7024, -0.5196], [-1.2622, -2.8720, -1.4928], [-2.5618, 1.4885, 1.5119], [-1.9596, 3.2925, 1.3724], [-1.0814, 2.0522, 2.5549], [0.8107, -1.7793, -0.9014]],
  "atomic_forces_ev_per_a": [[0.79, 0.46, 0.83], [0.42, -0.32, 0.14], [-4.13, 2.69, 0.96], [-0.52, -0.93, -1.75], [2.02, -2.09, -0.02], [-2.76, 0.16, -0.53], [-2.83, 1.27, -1.52], [-0.19, 0.28, -0.02], [2.38, 0.57, -0.84], [-0.63, 0.50, -1.06], [-0.37, 1.13, 0.66], [0.84, -0.51, -0.04], [1.69, -0.93, 0.30], [-0.35, -0.23, 0.23], [0.15, 0.43, 0.53], [0.23, -0.26, 0.90], [1.55, -2.31, 2.33], [-0.32, 0.54, -0.42], [0.77, -0.43, -2.63], [2.39, 1.45, 0.38], [1.15, -2.72, 0.63], [-0.21, 0.08, -0.06], [-2.06, 1.16, 1.02]]
}



{
  "formula": "C7H9ClOS",
  "method": "ωB97M-V with the def2-TZVPD basis set",
  "total_charge": 0,
  "de_lowest_kcal_mol": 13.3,
  "spin_multiplicity": 3,
  "e_homo_ev": [-7.0, -9.2],
  "symbols": ["C", "C", "C", "C", "C", "C", "C", "O", "S", "Cl", "H", "H", "H", "H", "H", "H", "H", "H", "H"],
  "positions_angstrom": [[3.1681, -0.0983, -0.0161], [1.7533, -0.3656, -0.2448], [3.4805, 1.1978, -0.1279], [1.1366, 0.7679, -0.6462], [-1.9871, -1.0468, 1.3224], [-2.3360, 0.2148, 0.5936], [-1.7428, 0.1760, -0.7756], [-1.5300, -0.9467, -1.4292], [2.1783, 2.1054, -0.8520], [-1.9571, 1.5764, -1.8756], [3.8550, -0.8174, 0.3198], [1.2115, -1.2714, -0.2475], [4.5257, 1.5973, -0.0795], [-2.0321, -0.9412, 2.3519], [-2.4450, -1.8943, 0.9254], [-0.8204, -1.0506, 1.1928], [-3.3756, 0.3359, 0.4530], [-2.1374, 1.0498, 1.2384], [-0.9457, -0.5890, -2.1028]],
  "atomic_forces_ev_per_a": [[-1.95, -0.32, 0.54], [0.34, 1.07, -0.54], [1.47, 1.12, -1.35], [1.10, 0.17, -0.30], [4.04, 1.33, -1.14], [-0.41, -0.41, -0.77], [-0.29, 2.78, 1.28], [0.20, -0.74, -0.35], [-0.09, 0.22, 0.79], [-0.05, -0.44, 0.66], [0.72, -0.92, 0.36], [-0.07, -1.11, 0.37], [-1.34, -0.18, 0.06], [-0.90, 0.02, 2.02], [-0.53, -1.51, -0.42], [-1.92, -0.82, 0.05], [-1.78, -0.18, -0.05], [0.99, 0.81, -0.28], [0.46, -0.89, -0.93]]
}



{
  "formula": "C7H9ClOSi",
  "method": "ωB97M-V with the def2-TZVPD basis set",
  "total_charge": 0,
  "de_lowest_kcal_mol": 94.4,
  "spin_multiplicity": 1,
  "e_homo_ev": [-8.2, -7.6],
  "symbols": ["C", "C", "C", "C", "C", "C", "C", "O", "Si", "Cl", "H", "H", "H", "H", "H", "H", "H", "H", "H"],
  "positions_angstrom": [[-1.1052, 2.5151, -1.3756], [-1.1582, 1.2627, -1.9132], [-0.1682, 2.8969, -0.3727], [-0.3295, 0.2467, -1.3367], [0.7549, 1.9574, 0.0472], [0.6639, 0.6898, -0.4762], [-0.7444, -2.8047, 1.3702], [0.5742, -2.4813, 1.8557], [1.7906, -1.8126, 1.0367], [2.9062, -1.0417, 2.5631], [-1.9344, 3.2770, -1.6723], [-2.0100, 0.9814, -2.6293], [-0.1012, 3.8001, 0.0729], [-0.2034, -0.8573, -1.6171], [1.4157, 2.1996, 0.8308], [-0.4564, -3.3885, 0.4867], [-1.1770, -1.8632, 0.9757], [-1.4128, -3.2375, 2.0426], [2.6953, -2.3400, 0.1115]],
  "atomic_forces_ev_per_a": [[-1.30, 3.00, 0.47], [-1.24, -2.47, -0.19], [-0.40, -3.44, -2.24], [1.38, -0.29, -0.94], [-0.90, -0.25, -0.50], [0.11, -2.70, 1.22], [2.15, 1.89, -3.26], [-0.44, -0.57, 0.73], [-1.35, 3.82, 0.81], [0.26, 0.00, -0.08], [1.74, -1.35, 0.39], [1.53, 0.49, 1.02], [-0.33, 3.05, 1.03], [-1.03, 1.89, -0.03], [0.92, 0.21, 0.70], [-1.36, -0.57, 0.19], [-0.04, -0.43, 0.32], [-0.41, -0.96, 1.39], [0.71, -1.32, -1.03]]
}



{
  "formula": "C7H9F",
  "method": "ωB97M-V with the def2-TZVPD basis set",
  "total_charge": 0,
  "de_lowest_kcal_mol": 27.7,
  "spin_multiplicity": 1,
  "e_homo_ev": -9.0,
  "symbols": ["C", "C", "C", "C", "C", "C", "C", "H", "H", "H", "H", "H", "H", "H", "H", "H", "F"],
  "positions_angstrom": [[-1.8677, 0.2918, -0.4831], [-0.6609, -0.5500, -0.2159], [0.7017, -0.2517, -0.9094], [1.3345, -1.0769, 0.2643], [0.2174, -0.3269, 1.0645], [0.6669, 1.1229, 0.8832], [0.9889, 1.1612, -0.4206], [-2.2913, 0.1017, -1.4650], [-1.6652, 1.3500, -0.3568], [-0.9483, -1.6051, -0.3071], [0.9134, -0.5028, -1.9671], [1.1836, -2.1289, 0.1928], [2.3471, -0.8105, 0.5505], [-0.1249, -0.6479, 2.0562], [0.6984, 1.9101, 1.6494], [1.3648, 2.0058, -0.9909], [-2.8584, -0.0428, 0.4550]],
  "atomic_forces_ev_per_a": [[-0.21, 0.04, 0.36], [-0.04, -0.23, 0.09], [0.39, -0.42, -0.66], [-0.10, 1.27, 0.22], [-0.31, -0.21, 0.45], [0.16, 0.17, -0.37], [0.00, 0.62, 0.69], [0.00, -0.01, -0.20], [0.05, 0.16, -0.09], [0.15, 0.11, -0.02], [-0.22, 0.18, 0.59], [-0.13, -0.86, -0.09], [0.16, -0.10, -0.09], [0.13, 0.06, -0.34], [0.00, -0.49, -0.52], [-0.08, -0.26, 0.01], [0.04, -0.01, -0.05]]
}